(1)
The following is a DFT calculation (the ωB97M-V functional and the def2-TZVPD basis) of a 9-piece molecular cluster, C55H81BrClIN2O17 overall.

Properties
molar mass = 1284.5 g mol⁻¹
SMILES = CC[C@@H](Br)c1ccc(I)c2nc(CCCCCCCCOC)c(C[C@H](C)Cl)nc12.O=C1CCCO1.O=C1CCCO1.O=C1CCCO1.O=C1CCCO1.O=C1CCCO1.O=C1CCCO1.O=C1CCCO1.O=C1CCCO1
gap between HOMO and LUMO = 8.4 eV
LUMO energy = -0.189 eV

The geometry in ORCA input format:
```
! wB97M-V def2-TZVPD RIJCOSX def2/J DEFGRID3
* xyz 0 1
O 2.074 -1.051 -0.820
H -7.234 -5.811 5.994
C 2.375 -0.082 4.953
H -8.983 -0.372 3.992
H -6.718 1.937 3.029
C 3.936 3.933 -6.275
H 8.542 -0.186 -10.019
C -7.094 -1.018 1.788
H -3.849 -2.963 3.305
H -0.599 -4.157 1.599
O -3.930 -5.989 6.381
H -2.815 -4.142 1.891
C 3.076 7.616 -7.002
C -4.269 -2.719 1.271
H 6.975 -0.221 -6.209
C 7.509 11.546 -5.801
H 1.321 8.063 -8.164
C 2.845 0.110 -1.201
O -2.332 -4.663 5.560
H -0.159 -5.371 7.186
H 2.580 1.896 5.672
C 3.345 -0.761 5.881
H -9.838 0.974 4.760
H 0.545 -0.347 -3.517
H 3.900 -0.143 -1.153
H -6.042 -2.071 4.144
H 2.514 1.506 -2.857
H -8.193 -8.290 7.496
O -10.983 -0.710 4.409
H 0.506 -6.310 5.853
C 2.773 -4.633 1.939
H -7.142 -3.107 1.574
C 8.630 10.507 -5.681
H 5.954 3.710 -7.004
H -5.972 -3.694 3.608
C -2.977 -3.484 1.053
H -6.282 -7.207 6.538
C 2.993 -3.489 1.003
C 6.779 0.096 -7.228
H -10.060 -6.615 5.750
H 5.707 0.256 -7.358
O 6.715 9.483 -6.592
H -0.468 -3.780 5.428
C 0.774 -0.317 3.134
C 0.938 -1.116 -1.549
O 3.034 1.974 -5.103
C 5.844 3.931 -4.873
C 4.508 -1.482 5.187
C -1.602 -6.748 6.363
H 5.422 -1.077 5.570
H 2.925 7.490 -9.844
H -12.362 0.547 1.830
C 0.536 1.053 3.195
H 0.973 2.865 4.164
C -6.775 1.225 2.230
O 4.349 7.441 -7.414
H -8.049 -0.850 1.301
C -7.536 -7.576 4.825
H 2.801 -1.469 6.470
H 5.055 9.116 -8.387
H 2.241 -4.550 3.981
H 3.573 3.602 -7.244
C 2.375 0.465 -2.608
O 2.667 7.170 -5.970
C -0.928 -4.753 5.270
C 5.417 4.316 -6.280
H 3.580 -3.385 5.500
H 8.411 8.381 -6.189
O 7.573 2.370 -6.821
C 3.203 8.368 -9.260
C -0.393 -5.822 6.222
H -12.230 1.655 3.213
H 2.917 -0.126 -3.342
H -4.331 -1.331 2.903
C -4.526 -2.374 2.732
C 1.693 -0.874 4.016
C -10.328 0.720 2.652
C 3.899 2.788 -5.282
C -12.125 -0.404 3.751
C -9.917 0.179 4.015
H -7.993 -2.509 2.938
C 2.320 8.461 -8.013
C 6.460 10.808 -6.614
O 8.036 1.363 -8.755
O 5.018 2.793 -4.532
H 2.172 -3.339 0.333
H -7.620 1.409 1.589
H 4.460 -1.332 4.127
C -8.428 -7.339 7.018
C -9.524 -7.539 5.974
H -10.026 0.027 1.869
H 0.115 -3.270 0.327
H 6.689 -1.644 -8.596
H 5.596 5.364 -6.511
H -3.092 -4.070 0.157
C 0.911 0.013 -2.561
C -5.911 -2.682 3.267
H 6.886 3.641 -4.809
C 7.360 -0.846 -8.286
C -0.449 -3.161 1.234
C 1.178 1.824 4.112
H -4.279 -1.837 0.656
O 5.512 11.254 -7.192
H -5.866 1.239 1.655
H 5.647 4.723 -4.147
C -2.774 -5.806 6.142
C 4.581 8.171 -8.638
O 0.114 -1.961 -1.344
H 3.243 -2.589 1.528
C 4.560 -2.953 5.513
N 0.106 -1.102 2.254
H -5.063 -3.343 0.896
H 8.274 -1.304 -7.908
H 3.710 -4.897 2.377
C 7.696 0.127 -9.414
H 2.639 0.905 -0.480
C 7.847 9.198 -5.749
C 1.318 -2.942 3.086
O -13.158 -0.958 3.975
O -6.798 -7.758 3.902
H -1.771 -2.263 -0.144
C 1.746 -4.360 3.048
H -1.676 -7.222 7.336
C -7.086 -2.390 2.373
H 9.294 10.585 -6.541
C -11.856 0.731 2.771
H 0.932 -5.052 2.986
H -8.706 -6.632 7.797
O -6.886 -0.061 2.816
H 3.310 4.745 -5.899
H 4.949 -3.082 6.508
H -2.007 -1.676 1.501
H -10.245 -8.304 6.245
H -1.627 -7.509 5.582
H 9.233 10.598 -4.781
H 7.814 12.453 -6.312
H 5.253 7.591 -9.266
Br 4.075 0.475 7.201
H -6.317 -0.897 1.046
O -8.830 -7.964 4.785
H -9.882 1.689 2.440
H 3.152 9.235 -9.913
H 5.212 -3.486 4.845
C -1.807 -2.536 0.890
H 3.841 -3.715 0.382
C 2.095 1.253 4.979
C 0.335 -2.375 2.210
N 1.938 -2.209 3.957
C -7.245 -6.890 6.153
Cl 2.275 -6.072 1.006
H 0.247 0.792 -2.184
H 2.256 9.478 -7.625
H 6.844 0.313 -10.070
H 7.074 11.800 -4.834
H -0.816 -5.032 4.221
I -0.814 1.918 1.872
H 7.474 8.883 -4.773
C 7.495 1.402 -7.521
*
```

---

(2)
The following is a DFT calculation (the ωB97M-V functional and the def2-TZVPD basis) of C36H42AsGeO2PtS2 as an isolated structure.

Properties
expectation value of S² = 0.756
molar mass = 913.5 g mol⁻¹
gap between HOMO and LUMO (spin up / spin down) = 6.3 / 6.3 eV
ΔE to the lowest compared entry with this formula, charge and spin = 1.154 eV
LUMO energy (spin up / spin down) = -6.916 / -6.953 eV

The geometry in ORCA input format:
```
! wB97M-V def2-TZVPD RIJCOSX def2/J DEFGRID3
* xyz 2 2
H 4.025 0.425 -4.622
C -0.988 3.804 0.731
C 0.173 -3.492 -3.581
C -2.928 -4.122 3.080
H 1.333 -5.077 4.511
H 3.501 -1.294 1.808
H 1.683 0.151 -1.055
H 4.196 3.567 -1.722
H 0.709 3.340 -1.283
H -1.103 -5.347 4.625
C 2.808 0.139 -2.882
C -1.843 3.701 -0.544
H -1.420 4.247 -1.387
H -3.345 -4.805 3.810
H 1.946 4.568 -0.964
C 1.098 -0.476 4.358
H -0.330 1.985 5.233
S 2.375 2.668 0.244
H -1.857 -1.621 4.066
H 1.246 -5.214 -2.884
H -0.133 1.604 -3.189
H -2.859 4.064 -0.386
C 1.261 -3.650 2.882
H 3.620 -1.135 0.043
H -1.444 -1.735 0.421
H 1.105 -0.176 5.405
C 0.013 -1.654 -2.035
C -3.376 2.644 -3.354
C -1.158 2.212 -4.990
C -3.748 -3.424 2.243
C 0.691 -4.526 3.837
C -2.165 2.206 -2.831
H -1.366 2.598 3.920
H 4.904 2.612 -3.878
H -0.834 -1.645 -4.006
H -2.836 -0.144 3.936
H 0.826 4.744 1.444
H 3.523 -2.747 0.780
H 0.411 2.672 3.763
C 0.474 -2.948 2.003
H 0.090 5.549 0.080
C 4.194 2.076 -3.264
C -1.518 -3.965 3.017
C 0.900 -4.216 -2.648
C 0.321 4.565 0.491
H -2.421 2.865 -6.592
C -3.196 -2.528 1.299
C 3.703 0.842 -3.677
C -0.660 -4.676 3.898
C 3.791 2.618 -2.055
H -4.241 2.791 -2.718
H -0.336 -0.650 -1.823
H -4.819 -3.561 2.292
H -3.850 -1.989 0.625
Ge 1.275 -1.824 0.678
As -0.408 0.311 3.448
C -1.052 1.973 -3.627
H 2.430 -0.827 -3.196
S -2.037 1.974 -1.087
H -1.558 4.297 1.518
O -0.649 1.348 -0.888
H 1.011 -1.556 4.285
Pt 0.001 0.262 1.039
H -4.389 3.227 -5.147
C 2.395 0.679 -1.673
H -0.306 2.032 -5.633
C 3.182 -1.711 0.854
C -1.842 -2.369 1.214
H 2.017 -0.149 3.875
C 0.740 -2.379 -1.089
C -0.428 2.100 4.154
O 1.556 1.677 1.092
C 1.185 -3.665 -1.405
C -0.954 -3.082 2.068
C 2.880 1.911 -1.276
C 1.253 3.866 -0.497
C -3.458 2.885 -4.717
C -1.892 -0.559 4.279
H -0.742 2.806 1.097
C -2.350 2.674 -5.529
H -0.055 -3.930 -4.543
H 2.341 -3.559 2.845
H -1.772 -0.383 5.348
C -0.269 -2.211 -3.275
H 1.746 -4.254 -0.687
*
```

---

(3)
The following is a DFT calculation (the ωB97M-V functional and the def2-TZVPD basis) of one molecule with the formula C6H6.

Properties
molar mass = 78.1 g mol⁻¹
SMILES = C#CC#CCC
gap between HOMO and LUMO = 10.0 eV
ΔE to the lowest compared entry with this formula, charge and spin = 4.535 eV
LUMO energy = 0.881 eV

The geometry in ORCA input format:
```
! wB97M-V def2-TZVPD RIJCOSX def2/J DEFGRID3
* xyz 0 1
C 1.294 -0.647 0.088
C -1.741 0.717 -0.002
H -2.009 -1.290 -0.911
C 0.071 -0.711 -0.111
H -0.941 1.293 -0.659
C -1.457 -0.841 -0.016
H -2.694 1.049 -0.293
H -1.580 1.182 1.019
H -1.780 -1.302 0.955
C 2.604 -0.309 0.021
H 4.564 0.679 -0.044
C 3.669 0.179 -0.047
*
```

---

(4)
The following is a DFT calculation (the ωB97M-V functional and the def2-TZVPD basis) of one molecule with the formula C4H7FOS.

Properties
molar mass = 122.2 g mol⁻¹
SMILES = C[C@]1(S)[C@H](O)[C@@H]1F
gap between HOMO and LUMO = 9.9 eV
ΔE to the lowest compared entry with this formula, charge and spin = 1.143 eV
LUMO energy = 0.678 eV

The geometry in ORCA input format:
```
! wB97M-V def2-TZVPD RIJCOSX def2/J DEFGRID3
* xyz 0 1
H -2.001 0.328 -0.662
C -1.048 -0.202 -0.562
C 1.123 -0.317 1.003
F 1.173 -0.338 -1.745
H 0.975 -1.302 0.673
H 1.047 -0.132 2.057
H -0.590 -1.974 -1.062
H 2.107 -0.090 0.689
H -0.020 1.254 -1.887
C 0.052 0.471 0.260
S -0.445 2.037 1.013
C 0.095 0.397 -1.229
H -1.128 1.473 2.026
O -1.340 -1.606 -0.575
*
```